44
Properties=species:S:1:pos:R:3:forces:R:3:mulliken_spin:R:1 method="wB97M-V/def2-TZVPD" homo_lumo_gap_ev="7.01 / 7.27" charge=-1 multiplicity=5
Mn 0.318 1.242 -0.738 -0.1 -0.8 -0.4 3.95
C 0.615 2.524 -4.879 0.0 0.0 -0.1 0.01
C 0.800 1.644 -3.660 0.0 -0.1 -0.1 -0.01
O -0.131 1.644 -2.816 -0.1 0.0 0.3 0.05
C 1.973 0.875 -3.588 0.0 0.1 0.0 0.04
C 2.219 -0.076 -2.593 0.0 -0.1 0.0 -0.03
C 3.269 -1.128 -2.815 0.0 0.0 0.0 0.00
N 1.511 -0.119 -1.489 0.1 0.0 0.2 -0.08
N 1.565 -1.296 -0.719 0.1 0.2 -0.3 0.01
C 0.473 -1.369 -0.039 -0.4 -0.1 0.2 -0.03
O -0.478 -0.471 -0.075 0.3 0.2 -0.1 0.02
C 0.264 -2.542 0.854 -0.1 0.0 0.0 -0.01
C -0.869 -2.585 1.660 0.0 0.0 0.0 0.00
C -1.082 -3.658 2.519 0.0 0.0 0.0 0.00
C -0.163 -4.696 2.577 0.0 0.0 0.0 0.00
C 0.971 -4.655 1.772 0.0 0.0 0.0 0.00
C 1.184 -3.587 0.916 0.0 0.0 0.0 0.00
H -0.372 2.978 -4.851 0.0 0.0 0.0 0.00
H 0.735 1.953 -5.802 0.0 0.0 0.0 0.00
H 1.372 3.312 -4.866 0.0 0.0 0.0 0.00
H 2.669 0.935 -4.415 0.0 0.0 0.0 0.00
H 3.889 -0.856 -3.668 0.0 0.0 0.0 0.00
H 2.798 -2.093 -3.007 0.0 0.0 0.0 0.00
H 3.882 -1.246 -1.923 0.0 0.0 0.0 0.00
H -1.575 -1.767 1.598 0.0 0.0 0.0 0.00
H -1.967 -3.681 3.144 0.0 0.0 0.0 0.00
H -0.326 -5.531 3.248 0.0 0.0 0.0 0.00
H 1.692 -5.463 1.815 0.0 0.0 0.0 0.00
H 2.063 -3.537 0.287 0.0 0.0 0.0 0.00
Cl -4.220 2.574 4.897 0.0 0.0 -0.1 0.00
C -3.272 2.462 3.426 -0.1 0.0 0.0 0.01
C -3.774 2.994 2.236 -0.1 0.0 0.0 0.00
C -3.046 2.910 1.077 0.0 0.0 0.0 0.01
C -1.772 2.288 1.041 0.2 -0.1 0.0 -0.02
O -1.149 2.221 -0.086 -0.4 0.4 0.1 -0.01
C -1.276 1.776 2.270 0.1 -0.1 0.0 0.02
C 0.048 1.179 2.395 -0.3 0.0 0.2 -0.01
O 0.905 1.152 1.543 0.4 -0.2 -0.1 0.02
C -2.043 1.860 3.437 0.0 0.0 0.1 -0.01
H -4.747 3.471 2.236 0.0 0.0 0.0 0.00
H -3.430 3.311 0.148 0.0 0.0 0.0 0.00
H 0.263 0.720 3.382 0.0 0.1 0.0 0.00
H -1.646 1.449 4.359 0.0 0.0 0.0 0.00
Cl 1.860 2.883 -0.809 0.3 0.4 0.0 0.03


21
Properties=species:S:1:pos:R:3:forces:R:3:mulliken_charge:R:1 method="wB97M-V/def2-TZVPD" relative_energy_kj_mol=371.8 homo_lumo_gap_ev=8.20 multiplicity=1
C 1.298 -1.762 -1.366 -1.9 0.3 3.4 -0.90
C 1.597 1.658 1.692 0.7 -1.8 0.0 -1.33
C -2.105 0.072 -1.652 2.9 -1.6 -1.4 -1.25
C 0.991 0.295 1.225 1.2 0.6 -1.9 -0.30
C -0.086 0.795 0.158 0.4 -5.1 1.9 -1.19
N -1.444 -1.485 0.592 -0.8 -1.3 0.3 -0.60
P -0.736 -0.722 -0.702 2.2 0.4 -1.2 0.59
H 1.483 -0.991 -2.012 0.9 2.8 -1.8 0.26
H 1.133 -2.537 -2.057 -1.1 -1.7 -0.9 0.27
H 1.160 2.077 2.562 -0.6 0.2 1.0 0.32
H 2.653 1.540 1.879 0.4 0.1 0.2 0.38
H 1.496 2.385 0.919 0.0 0.5 -0.6 0.38
H -2.925 0.266 -1.078 -2.0 1.2 1.5 0.40
H -1.553 0.835 -2.155 0.0 1.6 0.3 0.34
H -2.373 -0.443 -2.540 -0.6 -1.4 -0.5 0.43
H 0.727 -0.433 2.046 -0.3 1.2 -0.7 0.35
H 1.717 -0.306 0.579 -0.6 0.9 1.1 0.27
H -0.816 1.253 0.739 -1.8 1.2 0.4 0.39
H 0.378 1.380 -0.547 1.1 1.5 -1.5 0.65
H -1.782 -2.435 0.314 0.7 1.1 1.0 0.28
H -0.812 -1.444 1.404 -0.7 -0.6 -0.6 0.24